ORCA calculation (the ωB97M-V functional and the def2-TZVPD basis) on the molecule C5H5NO in a non-equilibrium geometry.

The geometry in XYZ format:
```
12
Properties=species:S:1:pos:R:3:nbo_charge:R:1
O -2.5220 -0.4348 -0.3397 -0.695
N 2.3878 0.0203 0.5805 -0.552
C 2.1994 -1.1472 0.6346 0.311
C 1.6845 1.2078 0.2051 -0.144
C 0.5289 0.9265 -0.3614 0.045
C -0.2035 -0.1070 -0.7018 -0.175
C -1.2456 -0.7098 0.1965 -0.103
H -1.1277 -1.7992 0.2234 0.204
H -1.1337 -0.3415 1.2264 0.176
H -0.0373 -0.5889 -1.6641 0.232
H 2.1743 2.1401 0.4372 0.233
H -2.5978 0.5286 -0.3490 0.467
```

HOMO-LUMO gap	9.769	eV
LUMO level	-0.177	eV
total energy	-323.363335	hartree
relative energy (zero: lowest compared OMol25 entry of this formula, charge and spin)	410.5	kJ/mol
charge	0
molar mass	95.10	g mol⁻¹